(1)
# C19H26N5OS4SiTa

C19H26N5OS4SiTa as an isolated structure (ωB97M-V with the def2-TZVPD basis set, the Open Molecules 2025 dataset).

The geometry in XYZ format:
```
57
Properties=species:S:1:pos:R:3:forces:R:3
Ta 0.4697 -0.2572 0.5207 -0.211 0.126 -0.305
C 5.1353 -1.8087 -1.8731 0.000 0.002 -0.006
S 5.2662 -0.5621 -0.5801 0.005 -0.062 0.017
C 3.6337 -0.2013 -0.1722 0.064 0.057 -0.267
S 2.2962 -0.9024 -1.0671 0.052 -0.010 0.306
N 3.5209 0.6833 0.7787 -0.562 0.000 0.079
N 2.2118 1.0071 1.0593 0.317 -0.251 -0.120
C 2.0263 2.0416 1.7918 -0.188 0.166 0.171
C 0.6487 2.4480 2.0556 0.220 -0.107 -0.001
C 0.3323 3.5899 2.7592 -0.072 0.124 0.063
C -1.0084 3.9019 2.9547 0.052 0.057 0.028
C -1.9785 3.0594 2.4426 -0.058 -0.030 -0.022
C -1.5861 1.9271 1.7481 0.054 0.081 -0.117
N -0.2980 1.6299 1.5516 -0.044 -0.220 -0.112
H 6.1617 -2.1319 -2.0385 -0.006 0.000 -0.016
H 4.7416 -1.3864 -2.7939 -0.013 -0.002 0.006
H 4.5435 -2.6583 -1.5440 0.008 -0.009 0.005
H 2.8786 2.6087 2.1531 -0.029 0.000 0.025
H 1.1206 4.2219 3.1453 -0.011 -0.005 0.003
H -1.2871 4.7920 3.5027 0.004 -0.009 0.003
H -3.0310 3.2631 2.5789 0.005 0.002 -0.008
H -2.3139 1.2417 1.3324 0.005 -0.015 -0.001
C 1.4691 3.3992 -1.3532 -0.035 -0.021 -0.004
C 0.5375 2.3959 -1.9574 0.034 0.010 -0.009
C 0.0536 2.5764 -3.2511 0.043 0.029 0.016
C -0.7848 1.6350 -3.8112 -0.052 -0.054 -0.050
C -1.1647 0.5112 -3.0819 -0.055 0.089 -0.145
C -0.6794 0.4200 -1.8027 -0.062 -0.360 0.498
N 0.1488 1.3258 -1.2548 0.155 -0.106 0.148
N -0.8826 -0.6242 -0.8554 0.146 0.168 0.196
Si -2.0772 -1.9969 -1.1835 0.230 0.247 -0.006
C -3.6615 -1.1722 -1.6657 -0.172 0.094 -0.061
C -2.3086 -2.9533 0.3755 0.011 -0.095 0.232
C -1.2924 -3.0408 -2.4810 0.097 -0.127 -0.181
H 0.9141 4.2872 -1.0421 -0.001 -0.013 0.013
H 2.2070 3.7192 -2.0871 -0.019 0.011 -0.014
H 1.9950 2.9946 -0.4968 0.041 -0.007 -0.011
H 0.3555 3.4515 -3.8098 0.002 -0.010 0.004
H -1.1440 1.7627 -4.8240 0.001 0.006 0.009
H -1.8038 -0.2467 -3.5069 0.004 0.005 0.015
H -3.7385 -0.1681 -1.2422 -0.055 -0.015 0.000
H -4.4980 -1.7600 -1.2811 -0.013 0.030 -0.015
H -3.7938 -1.0911 -2.7450 -0.010 0.006 0.019
H -2.7192 -2.3511 1.1877 0.003 -0.037 -0.001
H -1.3983 -3.4558 0.7070 -0.041 -0.008 0.005
H -3.0388 -3.7369 0.1510 0.008 0.015 0.012
H -1.3606 -2.6159 -3.4832 0.034 -0.002 0.011
H -1.7813 -4.0180 -2.5081 0.017 0.009 -0.022
H -0.2368 -3.2050 -2.2500 -0.009 -0.053 -0.025
C -0.8075 -3.3376 4.5770 0.109 0.000 -0.104
O 0.1155 -3.3853 3.4365 -0.112 -0.062 0.118
C 0.2232 -2.3936 2.6457 0.074 -0.058 -0.009
S -0.6234 -0.9177 2.7689 0.201 0.066 -0.241
S 1.3091 -2.4884 1.3216 -0.140 0.336 -0.159
H -0.7815 -4.3375 4.9907 0.006 -0.009 0.011
H -1.8010 -3.0835 4.2181 -0.019 0.004 0.001
H -0.4347 -2.6063 5.2887 -0.016 0.015 0.019
```
Positions in Å, forces in eV/Å.

Total charge: +2
LUMO: -7.434 eV

=====

(2)
# C3H8N3

An isolated ion of composition C3H8N3 and charge +1 in a non-equilibrium geometry (ωB97M-V with the def2-TZVPD basis set, the Open Molecules 2025 dataset).

The geometry in XYZ format:
```
14
Properties=species:S:1:pos:R:3:forces:R:3
C 0.5486 0.3111 -2.6426 -0.813 6.364 -2.022
C -0.2061 -0.6152 -1.7179 -1.750 -1.831 -0.303
C -0.1781 0.1451 0.7661 -0.902 -0.811 -0.814
N 1.0130 -0.8522 -2.4406 1.111 -4.695 0.735
N 0.1193 -0.9916 -0.3122 -2.121 0.728 1.425
N 0.7483 1.1032 0.3882 -0.240 3.024 -0.988
H 0.7566 1.2741 -3.2028 -0.964 -1.359 1.146
H -1.2230 -0.9777 -1.9383 0.307 0.776 -0.672
H 0.0830 -0.2651 1.7404 -0.200 -0.330 -0.141
H -1.3150 0.3117 0.6955 1.815 0.169 0.049
H -0.3461 -1.8620 0.1002 1.374 0.831 -1.559
H 1.0700 -0.8974 -0.6668 2.037 -1.373 2.061
H 1.3282 1.5164 1.0652 1.135 -0.618 1.785
H 0.4299 2.0044 0.0186 -0.789 -0.874 -0.704
```
Positions in Å, forces in eV/Å.

Spin multiplicity: 3
Total charge: +1
LUMO (spin up / spin down): -3.323 / -7.389 eV
ΔE to the lowest compared entry with this formula, charge and spin: 351.3 kJ/mol

=====

Question: What is the total charge in the second record?
Answer: +1

=====

Question: Which value of total charge does entry 1 give?
Answer: +2